[1]
Below is a single C6H11N molecule at a distorted geometry, with properties calculated with ωB97M-V with the def2-TZVPD basis set.

```
18
Properties=species:S:1:pos:R:3:mulliken_charge:R:1
C -0.178 -0.098 0.416 0.555
C -1.629 0.091 0.238 -0.498
H 2.906 0.409 -0.944 0.386
N 0.145 -0.905 1.538 -0.462
H 1.064 0.072 -2.701 0.389
H 2.548 -0.928 0.165 0.333
C 0.233 0.278 -2.024 -1.358
H -3.484 0.401 1.075 0.269
C 2.180 0.022 -0.233 -1.569
C -2.422 0.439 1.266 -0.909
H 1.032 -0.764 1.982 0.163
H -1.976 0.744 2.202 0.315
C 0.715 0.097 -0.584 1.031
H -0.665 -0.317 -2.139 0.305
H -0.127 1.292 -2.236 0.298
H 2.396 0.618 0.671 0.352
H -0.606 -1.361 2.016 0.251
H -2.131 -0.090 -0.709 0.149
```

Calculated values
Kohn-Sham gap ... 0.3045 Ha
SMILES string ... C=CC(N)=C(C)C
E_HOMO ... -7.28 eV
Calculated total energy ... -7888.70125 eV
Relative energy (zero: lowest compared OMol25 entry of this formula, charge and spin) ... 1.8301 eV

[2]
Below is a molecular structure, C3H2O4 at a distorted geometry, with properties calculated with ωB97M-V with the def2-TZVPD basis set.

```
9
Properties=species:S:1:pos:R:3:mulliken_charge:R:1
O -0.940 -1.022 0.808 -0.377
O -2.040 1.048 0.648 -0.291
C -0.236 -0.315 -0.247 0.137
C -2.016 -0.313 0.516 0.725
H 0.540 0.603 1.273 0.388
C -1.503 0.644 -0.604 -0.174
O -2.567 -0.360 -0.716 -0.305
O 0.849 0.343 0.274 -0.531
H -0.129 -0.888 -1.088 0.428
```

Calculated values
Kohn-Sham gap (alpha / beta) ... 0.3469 / 0.3469 Ha
E_HOMO (alpha / beta) ... -9.77 / -9.77 eV
Calculated total energy ... -11326.57267 eV
Relative energy (zero: lowest compared OMol25 entry of this formula, charge and spin) ... 6.5562 eV

[3]
Below is a molecular structure, C7H7AsBF2O3PtS5, with properties calculated with ωB97M-V with the def2-TZVPD basis set.

```
27
Properties=species:S:1:pos:R:3:lowdin_spin:R:1
C -4.525 0.338 -0.414 0.005
Pt -0.129 0.717 -0.480 1.429
C -8.433 -1.201 0.462 0.000
H -5.142 0.374 -2.463 0.000
H -9.027 -0.456 0.994 0.000
H -4.145 0.196 1.684 0.000
S 0.892 0.930 1.907 0.404
S 1.141 2.600 -0.828 0.511
S -2.932 0.983 -0.816 0.027
C -6.688 -0.364 -1.158 0.000
S 3.328 3.733 1.917 0.513
C -4.869 0.041 0.897 0.001
O -2.144 0.936 0.461 0.138
O -3.124 2.310 -1.336 0.008
S 4.286 1.231 0.446 0.517
B 0.646 -1.246 -0.352 0.244
C -7.057 -0.669 0.149 0.000
F 1.592 -1.705 -1.168 0.054
H -8.968 -1.469 -0.448 0.000
H -8.375 -2.088 1.096 0.000
C -6.134 -0.461 1.169 0.000
As 2.405 2.094 0.914 0.011
H -7.396 -0.526 -1.963 0.000
H -6.405 -0.699 2.191 0.000
O -2.338 0.023 -1.754 0.077
C -5.430 0.139 -1.447 0.001
F 0.239 -2.119 0.568 0.056
```

Calculated values
Kohn-Sham gap (alpha / beta) ... 0.2629 / 0.2322 Ha
Total charge ... -1
E_HOMO (alpha / beta) ... -4.71 / -5.80 eV
Calculated total energy ... -137892.13010 eV
Spin multiplicity ... 5
Relative energy (zero: lowest compared OMol25 entry of this formula, charge and spin) ... 0.5881 eV

[4]
Below is a molecular structure, C42H60N3O4PSV at a distorted geometry, with properties calculated with ωB97M-V with the def2-TZVPD basis set.

```
112
Properties=species:S:1:pos:R:3:lowdin_spin:R:1
C -2.858 -2.992 -0.556 0.005
H -0.088 -2.710 -4.622 0.000
H -5.740 0.867 0.866 0.000
H 0.741 4.150 -2.916 0.000
H -1.090 5.124 2.567 0.000
C 0.450 -4.132 2.717 -0.003
H 4.159 0.535 -1.417 0.000
O 6.151 0.711 2.979 0.000
H 6.422 0.720 0.993 0.000
H 1.010 0.250 -2.634 0.001
H -0.200 -4.897 3.112 -0.001
C 1.039 -0.521 -3.404 0.001
H -2.467 -2.531 0.347 0.004
N -0.631 0.079 2.157 0.078
C -1.886 1.202 -0.599 0.005
O -1.311 0.115 4.592 0.284
H -1.709 -3.957 -3.641 0.000
H 2.833 -2.433 -2.445 0.000
H -1.762 -1.660 -4.297 0.000
N 0.645 -2.105 1.450 0.005
C -1.689 1.061 1.901 0.013
H -1.150 -3.066 1.807 0.005
C -3.146 -0.070 -4.501 0.000
O 2.206 1.193 -1.118 0.005
C -3.956 -0.882 1.874 0.001
C -0.869 -4.399 -1.010 0.001
H -4.506 1.829 1.691 0.000
C 2.583 -3.108 2.488 -0.006
H -3.066 -1.467 2.106 0.001
C -3.728 0.067 0.691 0.000
H 5.873 2.277 1.650 0.000
C 2.607 -0.866 1.334 -0.003
C -4.719 1.239 0.803 -0.001
H 1.313 2.282 3.186 0.003
C -0.717 3.068 3.168 -0.001
C 0.801 3.236 3.314 0.002
C -3.344 1.367 -2.606 0.000
C -0.832 2.993 0.651 0.010
H 3.921 2.300 -1.491 0.001
H -3.398 -0.329 -5.521 0.000
C -0.870 3.203 -1.845 -0.001
H -1.520 -5.205 -0.670 0.000
C 3.468 1.330 -1.723 0.001
H -0.208 -4.814 -1.767 0.000
H -2.954 -4.653 -2.622 0.000
O 3.598 -4.857 4.415 0.000
N 1.703 -0.012 0.811 -0.019
C 2.137 1.265 0.353 0.009
H -4.774 -1.566 1.657 0.000
C 1.829 -4.166 2.966 0.029
H 1.031 3.617 4.308 0.000
C -1.147 2.397 -0.598 -0.003
C 3.431 1.719 0.934 0.039
C 0.765 -1.889 -2.780 0.002
H 1.690 -5.664 4.474 0.001
H 2.672 -6.128 3.067 0.002
H -2.869 4.099 -1.866 0.000
H 0.305 -0.275 -4.170 0.000
C 3.936 -0.543 1.534 0.054
C -1.826 4.404 -1.907 0.000
V -0.044 -0.579 0.599 1.962
C -1.414 4.422 3.333 -0.001
H 5.478 0.957 3.621 0.000
H -0.266 -4.074 -0.164 0.001
H -3.602 -2.328 -0.989 0.000
H -3.789 2.232 -2.141 0.000
C 1.976 -2.094 1.753 0.037
H 3.657 2.772 0.880 0.002
C -2.377 0.650 -1.899 0.001
H 0.730 4.524 -1.199 0.000
H 3.635 -3.063 2.723 0.000
H 2.118 -1.491 -1.132 0.001
H -2.492 4.307 3.258 0.000
H 3.297 1.271 -2.798 0.000
P -0.706 -1.636 -1.582 0.020
H -4.219 -0.323 2.769 0.000
H 1.195 3.935 2.577 0.000
C -2.224 -0.823 -3.801 0.000
C 0.682 -2.938 -3.890 0.000
H -1.666 4.949 -2.835 0.000
H -3.135 -3.007 -3.204 0.000
H -0.392 3.980 0.631 0.001
C -3.738 1.019 -3.883 0.000
H 2.027 -0.512 -3.862 0.000
H 1.636 -2.951 -4.421 0.000
H 1.325 1.988 0.535 0.001
C 0.563 3.733 -1.927 0.000
C -2.325 0.631 0.610 -0.012
H -4.477 1.609 -4.407 0.000
C -2.411 -3.734 -2.846 0.000
H 1.272 2.934 -1.748 0.000
H -3.355 -3.923 -0.286 0.000
H 1.709 -3.201 -1.321 0.000
H -2.391 1.000 2.745 0.001
C -1.736 -3.260 -1.559 0.004
H -3.951 -0.451 -0.248 0.000
C -1.076 2.423 1.853 -0.004
H -1.054 2.573 -2.720 0.000
H -1.183 4.841 4.309 0.000
C 2.435 -5.295 3.754 0.005
H 3.938 -5.578 4.952 0.000
C -0.081 -3.105 1.980 0.046
H -1.643 5.081 -1.075 0.000
H 0.522 -3.934 -3.490 0.000
C 4.332 0.807 1.361 0.006
S -0.349 -0.466 3.630 0.398
H 4.644 -1.257 1.921 0.004
C -1.850 -0.512 -2.492 0.002
H -1.058 2.412 3.977 0.000
C 1.928 -2.279 -1.859 0.002
C 5.744 1.186 1.716 -0.001
H -4.643 1.890 -0.063 0.000
```

Calculated values
Kohn-Sham gap (alpha / beta) ... 0.1835 / 0.1814 Ha
E_HOMO (alpha / beta) ... -5.47 / -5.64 eV
Calculated total energy ... -102997.41036 eV
Spin multiplicity ... 4
Relative energy (zero: lowest compared OMol25 entry of this formula, charge and spin) ... 2.3974 eV

[5]
Below is 3 unconnected molecules or ions with the total composition C5H4O2 at a distorted geometry, with properties calculated with ωB97M-V with the def2-TZVPD basis set.

```
11
Properties=species:S:1:pos:R:3:mulliken_charge:R:1
C -0.507 1.777 -0.623 0.673
C -0.945 -1.316 0.683 0.818
O -2.007 -1.852 0.561 -0.579
H 1.213 -1.761 1.501 0.291
C 0.475 -1.320 0.859 -0.561
C -0.179 -0.106 0.758 0.122
C 0.096 1.237 0.433 -0.775
O -1.225 2.414 -1.266 -0.302
H 0.941 -0.588 -1.502 -0.213
H 1.004 1.695 0.804 0.302
H 1.135 -0.179 -2.208 0.224
```

Calculated values
Kohn-Sham gap ... 0.3272 Ha
E_HOMO ... -9.22 eV
Calculated total energy ... -9339.64527 eV
Relative energy (zero: lowest compared OMol25 entry of this formula, charge and spin) ... 4.5368 eV